{
  "formula": "C31H75N5O9P",
  "method": "ωB97M-V with the def2-TZVPD basis set",
  "homo_energy_ev": [-8.4, -9.0],
  "gap_ev": [8.620, 9.160],
  "spin_multiplicity": 2,
  "s2": 0.754,
  "elements": ["C", "O", "C", "C", "C", "C", "C", "C", "P", "O", "O", "O", "C", "C", "C", "C", "N", "O", "C", "C", "C", "C", "H", "H", "H", "H", "H", "H", "H", "H", "H", "H", "H", "H", "H", "H", "H", "H", "H", "H", "H", "H", "H", "H", "H", "H", "H", "H", "H", "H", "H", "H", "H", "C", "C", "C", "O", "C", "N", "H", "H", "H", "H", "H", "H", "H", "H", "H", "H", "H", "C", "C", "C", "O", "C", "N", "H", "H", "H", "H", "H", "H", "H", "H", "H", "H", "H", "C", "C", "C", "O", "C", "N", "H", "H", "H", "H", "H", "H", "H", "H", "H", "H", "H", "C", "C", "C", "O", "C", "N", "H", "H", "H", "H", "H", "H", "H", "H", "H", "H", "H"],
  "positions_angstrom": [[0.824, -4.449, -1.605], [1.498, -3.351, -2.181], [1.379, -2.127, -1.469], [0.703, -1.044, -2.322], [-0.377, -0.286, -1.554], [-1.750, -0.946, -1.724], [-2.644, -0.540, -0.561], [-4.081, -1.103, -0.586], [-4.766, -0.600, 1.054], [-4.129, 0.646, 1.453], [-6.343, -0.400, 0.989], [-4.451, -1.757, 2.134], [-4.917, -0.385, -1.693], [-5.437, -1.277, -2.830], [-4.372, -1.648, -3.864], [-6.457, -0.442, -3.605], [-6.128, -2.496, -2.336], [-7.398, -2.402, -2.188], [-5.454, -3.239, -1.245], [-6.367, -3.435, -0.035], [-5.138, -4.654, -1.773], [-4.106, -2.623, -0.819], [-0.194, -4.520, -1.991], [0.799, -4.411, -0.520], [1.365, -5.349, -1.870], [0.793, -2.256, -0.563], [2.368, -1.791, -1.170], [1.462, -0.315, -2.586], [0.330, -1.452, -3.253], [-0.412, 0.725, -1.951], [-0.107, -0.219, -0.505], [-2.131, -0.624, -2.681], [-1.564, -2.013, -1.705], [-2.684, 0.537, -0.532], [-2.163, -0.905, 0.346], [-6.828, -1.103, 1.458], [-3.478, -1.759, 2.213], [-5.755, 0.178, -1.302], [-4.263, 0.339, -2.162], [-4.899, -2.005, -4.740], [-3.808, -0.767, -4.131], [-3.724, -2.442, -3.517], [-5.915, 0.315, -4.167], [-7.130, 0.081, -2.946], [-6.998, -1.049, -4.316], [-7.021, -2.595, 0.149], [-6.981, -4.312, -0.180], [-5.781, -3.607, 0.857], [-4.939, -5.324, -0.948], [-6.002, -4.984, -2.334], [-4.293, -4.625, -2.452], [-3.848, -3.119, 0.109], [-3.347, -2.925, -1.525], [-2.089, 1.530, 3.781], [-1.057, 0.742, 4.583], [-1.517, 0.399, 6.008], [-1.453, 1.475, 6.924], [-2.566, 2.349, 6.908], [0.218, 1.466, 4.574], [-2.143, 2.572, 4.097], [-1.830, 1.530, 2.724], [-3.083, 1.092, 3.873], [-0.899, -0.210, 4.065], [-0.841, -0.362, 6.408], [-2.525, -0.038, 6.003], [-3.497, 1.811, 6.708], [-2.439, 3.145, 6.172], [-2.635, 2.809, 7.894], [0.933, 0.901, 5.025], [0.116, 2.265, 5.194], [4.410, -4.995, -6.294], [2.973, -5.307, -5.889], [2.858, -6.074, -4.564], [3.160, -7.454, -4.651], [4.535, -7.778, -4.573], [2.311, -6.006, -6.995], [4.930, -5.876, -6.671], [4.422, -4.251, -7.089], [4.978, -4.596, -5.451], [2.461, -4.352, -5.744], [1.815, -6.026, -4.241], [3.457, -5.597, -3.777], [5.068, -7.109, -3.891], [5.009, -7.751, -5.557], [4.612, -8.796, -4.192], [1.327, -6.127, -6.772], [2.677, -6.954, -7.023], [3.136, 3.470, 3.717], [3.036, 3.937, 5.166], [3.842, 5.210, 5.460], [5.238, 5.011, 5.588], [5.951, 4.990, 4.367], [3.408, 2.828, 6.052], [4.097, 3.002, 3.499], [2.362, 2.731, 3.510], [2.999, 4.302, 3.023], [1.985, 4.177, 5.357], [3.516, 5.602, 6.428], [3.635, 5.990, 4.714], [5.523, 5.685, 3.639], [5.976, 3.983, 3.943], [6.978, 5.292, 4.575], [3.247, 3.103, 7.018], [4.416, 2.713, 5.993], [5.104, 7.693, -1.081], [3.694, 7.337, -0.622], [3.651, 6.588, 0.718], [4.004, 5.221, 0.642], [5.391, 4.948, 0.682], [3.018, 6.597, -1.692], [5.641, 6.825, -1.462], [5.061, 8.424, -1.888], [5.686, 8.126, -0.265], [3.152, 8.276, -0.475], [2.619, 6.601, 1.079], [4.262, 7.098, 1.476], [5.920, 5.649, 1.334], [5.831, 4.971, -0.318], [5.518, 3.941, 1.079], [2.047, 6.445, -1.432], [3.417, 5.662, -1.718]]
}